Formula: C5H10O
Source: the Open Molecules 2025 dataset
Level of theory: ωB97M-V/def2-TZVPD

Element x y z (Å)
1 C -1.827 -0.522 0.011
2 C -0.748 0.405 -0.510
3 O -1.148 1.808 0.011
4 C 0.600 0.298 0.156
5 C 1.283 -0.875 0.821
6 C 1.926 -0.201 -0.365
7 H -1.800 -0.523 1.106
8 H -1.710 -1.560 -0.328
9 H -2.798 -0.153 -0.324
10 H -0.716 0.463 -1.601
11 H -0.847 2.521 -0.578
12 H 0.340 1.325 0.600
13 H 1.720 -0.717 1.806
14 H 0.935 -1.901 0.670
15 H 1.989 -0.790 -1.283
16 H 2.801 0.422 -0.195

Calculated values
* E_LUMO: 1.05 eV
* energy above the lowest of the compared OMol25 structures with the same formula, charge and spin: 54.82 kcal/mol
* E: -7392.388 eV
* SMILES: C[C@@H](O)C1CC1
* multiplicity: 1
* HOMO energy: -9.876 eV

Charges computed using Mulliken, reported in e: -1.357 0.356 -0.625 -0.147 -0.594 -0.571 0.305 0.347 0.377 0.277 0.310 0.385 0.229 0.229 0.243 0.237



Formula: C5H10O
Source: the Open Molecules 2025 dataset
Level of theory: ωB97M-V/def2-TZVPD

Element x y z (Å)
1 C -1.497 1.225 0.584
2 C -0.965 -0.091 0.044
3 C 0.178 -0.759 0.837
4 C 1.158 -1.078 -0.276
5 C 1.495 0.056 -1.109
6 O 2.495 -0.702 -0.287
7 H -0.666 1.909 0.803
8 H -2.087 1.109 1.497
9 H -2.125 1.697 -0.179
10 H -0.503 0.150 -0.935
11 H -1.759 -0.801 -0.200
12 H -0.117 -1.680 1.352
13 H 0.619 -0.081 1.582
14 H 0.947 -2.020 -0.786
15 H 1.496 0.002 -2.202
16 H 1.331 1.063 -0.726

Calculated values
* E_LUMO: 1.12 eV
* energy above the lowest of the compared OMol25 structures with the same formula, charge and spin: 48.43 kcal/mol
* E: -7392.665 eV
* SMILES: CCC[C@H]1CO1
* multiplicity: 1
* HOMO energy: -10.083 eV

Charges computed using Mulliken, reported in e: -1.256 -0.305 -0.696 0.144 -0.545 -0.482 0.295 0.341 0.349 0.238 0.367 0.292 0.317 0.334 0.314 0.291



Formula: C5H10O
Source: the Open Molecules 2025 dataset
Level of theory: ωB97M-V/def2-TZVPD

Element x y z (Å)
1 C -0.048 -0.383 1.966
2 C 0.829 -0.449 1.046
3 C 1.564 -0.261 -0.039
4 C 2.000 1.143 -0.277
5 H 0.021 -0.187 3.034
6 H -1.107 -0.441 1.614
7 H 2.118 -1.113 -0.344
8 H 2.801 1.427 -0.994
9 H 1.011 1.486 -0.585
10 H 2.193 1.810 0.586
11 C -2.235 -0.452 -0.937
12 O -1.039 -0.815 -1.664
13 H -2.163 -0.847 0.044
14 H -3.086 -1.104 -1.354
15 H -2.493 0.557 -0.948
16 H -0.365 -0.370 -1.148

Calculated values
* E_LUMO: 0.91 eV
* energy above the lowest of the compared OMol25 structures with the same formula, charge and spin: 82.39 kcal/mol
* E: -7391.193 eV
* SMILES: C=C=CC.CO
* multiplicity: 1
* HOMO energy: -9.313 eV

Charges computed using Mulliken, reported in e: -0.708 0.588 -0.587 -0.901 0.289 0.011 0.395 0.295 0.283 0.310 -0.631 -0.488 0.273 0.250 0.291 0.329



Formula: C5H10O
Source: the Open Molecules 2025 dataset
Level of theory: ωB97M-V/def2-TZVPD

Element x y z (Å)
1 C -0.112 -1.630 0.967
2 C -0.078 -0.619 -0.176
3 C -1.012 0.591 -0.010
4 C -0.246 1.732 -0.685
5 O 1.132 1.414 -0.590
6 C 1.309 0.035 -0.320
7 H -1.087 -2.121 1.058
8 H 0.641 -2.412 0.815
9 H 0.110 -1.140 1.924
10 H -0.330 -1.135 -1.111
11 H -1.991 0.429 -0.474
12 H -1.177 0.807 1.052
13 H -0.403 2.698 -0.191
14 H -0.536 1.844 -1.741
15 H 1.891 -0.429 -1.128
16 H 1.888 -0.065 0.609

Calculated values
* E_LUMO: 1.12 eV
* energy above the lowest of the compared OMol25 structures with the same formula, charge and spin: 11.14 kcal/mol
* E: -7394.282 eV
* SMILES: C[C@H]1CCOC1
* multiplicity: 1
* HOMO energy: -9.473 eV

Charges computed using Mulliken, reported in e: -1.599 0.590 -0.706 -0.412 -0.409 -0.587 0.369 0.373 0.392 0.278 0.339 0.273 0.284 0.259 0.258 0.298



Formula: C5H10O
Source: the Open Molecules 2025 dataset
Level of theory: ωB97M-V/def2-TZVPD

Element x y z (Å)
1 C 1.866 0.340 0.468
2 C 0.819 0.227 -0.639
3 C -0.620 -0.036 -0.227
4 C -0.973 -1.487 0.079
5 C -1.431 1.113 0.213
6 O -1.547 0.629 -1.111
7 H 2.060 -0.612 0.976
8 H 1.576 1.077 1.225
9 H 2.813 0.674 0.030
10 H 1.114 -0.568 -1.336
11 H 0.794 1.157 -1.214
12 H -0.243 -2.160 -0.388
13 H -1.012 -1.742 1.143
14 H -1.949 -1.700 -0.362
15 H -0.945 2.088 0.312
16 H -2.323 0.998 0.831

Calculated values
* E_LUMO: 1.00 eV
* energy above the lowest of the compared OMol25 structures with the same formula, charge and spin: 28.34 kcal/mol
* E: -7393.536 eV
* SMILES: CC[C@@]1(C)CO1
* multiplicity: 1
* HOMO energy: -10.063 eV

Charges computed using Mulliken, reported in e: -1.069 -0.830 1.263 -1.377 -0.664 -0.521 0.301 0.308 0.341 0.332 0.353 0.330 0.268 0.414 0.261 0.290



Formula: C5H10O
Source: the Open Molecules 2025 dataset
Level of theory: ωB97M-V/def2-TZVPD

Element x y z (Å)
1 C 1.001 1.174 -1.286
2 C 1.909 0.250 -0.972
3 C 2.241 -0.022 0.451
4 O 1.682 0.509 1.387
5 H 0.733 1.397 -2.315
6 H 0.505 1.731 -0.494
7 H 2.435 -0.322 -1.734
8 H 3.052 -0.760 0.622
9 C -2.106 0.148 0.294
10 C -1.370 -1.148 0.623
11 H -3.038 0.244 0.862
12 H -1.485 1.017 0.537
13 H -2.357 0.204 -0.772
14 H -1.066 -1.174 1.676
15 H -1.997 -2.025 0.431
16 H -0.463 -1.247 0.014

Calculated values
* E_LUMO: 0.00 eV
* energy above the lowest of the compared OMol25 structures with the same formula, charge and spin: 31.12 kcal/mol
* E: -7393.416 eV
* SMILES: C=CC=O.CC
* multiplicity: 1
* HOMO energy: -10.096 eV

Charges computed using Mulliken, reported in e: -0.576 -0.141 0.033 -0.466 0.265 0.224 0.319 0.328 -0.756 -0.666 0.331 0.156 0.255 0.242 0.336 0.116



Formula: C5H10O
Source: the Open Molecules 2025 dataset
Level of theory: ωB97M-V/def2-TZVPD

Element x y z (Å)
1 C -1.258 -0.761 -1.666
2 C -1.884 -0.098 -0.700
3 C -1.524 -0.161 0.653
4 C -0.859 -1.256 1.227
5 C -0.668 -1.820 2.549
6 H -1.647 -1.223 -2.498
7 H -0.179 -0.867 -1.551
8 H -2.651 0.579 -0.935
9 H -1.344 0.696 1.279
10 H -0.156 -1.608 0.496
11 H -1.394 -2.611 2.706
12 H 0.273 -2.329 2.478
13 H -0.442 -1.132 3.373
14 O 4.557 4.201 -2.077
15 H 5.189 3.624 -2.585
16 H 3.989 4.765 -2.749

Calculated values
* E_LUMO: 0.42 eV
* energy above the lowest of the compared OMol25 structures with the same formula, charge and spin: 100.48 kcal/mol
* E: -7390.408 eV
* SMILES: C=C/C=C/C.O
* multiplicity: 1
* HOMO energy: -7.710 eV

Charges computed using Mulliken, reported in e: -0.754 -0.169 -0.295 -0.052 -1.010 0.284 0.280 0.394 0.276 0.144 0.260 0.327 0.315 -0.664 0.328 0.335



Formula: C5H10O
Source: the Open Molecules 2025 dataset
Level of theory: ωB97M-V/def2-TZVPD

Element x y z (Å)
1 C 2.423 -0.281 -0.154
2 C 1.187 0.424 -0.679
3 C -0.163 0.286 0.517
4 O 0.232 0.259 1.668
5 C -1.351 0.072 -0.159
6 C -2.637 -0.185 0.571
7 H 3.325 0.119 -0.628
8 H 2.493 -0.122 0.925
9 H 2.387 -1.360 -0.341
10 H 0.995 0.237 -1.746
11 H 1.264 1.508 -0.566
12 H 0.135 -0.507 -0.474
13 H -1.379 0.289 -1.224
14 H -3.224 0.737 0.679
15 H -3.257 -0.910 0.034
16 H -2.429 -0.568 1.575

Calculated values
* E_LUMO: 0.84 eV
* energy above the lowest of the compared OMol25 structures with the same formula, charge and spin: 87.36 kcal/mol
* E: -7390.977 eV
* multiplicity: 1
* HOMO energy: -8.462 eV

Charges computed using Mulliken, reported in e: -1.096 -0.561 0.720 -0.664 -0.350 -1.179 0.327 0.310 0.314 0.429 0.369 0.140 0.335 0.280 0.338 0.289



Formula: C5H10O
Source: the Open Molecules 2025 dataset
Level of theory: ωB97M-V/def2-TZVPD

Element x y z (Å)
1 C -0.880 -0.027 -1.285
2 C 0.193 0.059 -0.161
3 C 1.313 -0.899 -0.397
4 C 0.170 1.389 0.472
5 C -0.235 0.298 1.409
6 O -1.467 -0.385 1.411
7 H -1.101 -1.035 -1.658
8 H -1.827 0.472 -1.060
9 H -0.436 0.525 -2.137
10 H 2.095 -0.752 0.347
11 H 1.708 -0.850 -1.415
12 H 0.910 -1.918 -0.262
13 H 1.166 1.759 0.707
14 H -0.537 2.142 0.155
15 H 0.048 0.516 2.465
16 H -1.120 -1.293 1.407

Calculated values
* E_LUMO: 0.94 eV
* energy above the lowest of the compared OMol25 structures with the same formula, charge and spin: 74.45 kcal/mol
* E: -7391.537 eV
* SMILES: CC1(C)C[C@H]1O
* multiplicity: 1
* HOMO energy: -8.335 eV

Charges computed using Mulliken, reported in e: -1.469 1.022 -1.322 -0.765 -0.350 -0.556 0.344 0.339 0.386 0.373 0.370 0.291 0.276 0.289 0.409 0.362



Formula: C5H10O
Source: the Open Molecules 2025 dataset
Level of theory: ωB97M-V/def2-TZVPD

Element x y z (Å)
1 C 0.617 0.722 -1.640
2 C 0.541 -0.592 -0.897
3 C 0.887 -0.673 0.574
4 C -0.526 -0.937 0.161
5 C -1.395 0.044 1.095
6 O -1.110 1.416 0.988
7 H -0.020 0.718 -2.530
8 H 0.285 1.527 -0.986
9 H 1.646 0.923 -1.964
10 H 0.899 -1.429 -1.525
11 H 1.570 -1.379 1.038
12 H 0.910 0.375 1.147
13 H -1.008 -1.923 0.096
14 H -2.464 -0.154 0.978
15 H -1.050 -0.268 2.096
16 H -0.131 1.431 1.222

Calculated values
* E_LUMO: 1.08 eV
* energy above the lowest of the compared OMol25 structures with the same formula, charge and spin: 53.05 kcal/mol
* E: -7392.465 eV
* SMILES: C[C@H]1C[C@H]1CO
* multiplicity: 1
* HOMO energy: -9.987 eV

Charges computed using Mulliken, reported in e: -1.202 0.327 -0.760 -0.030 -0.778 -0.554 0.318 0.253 0.320 0.379 0.320 0.030 0.350 0.399 0.361 0.267



Formula: C5H10O
Source: the Open Molecules 2025 dataset
Level of theory: ωB97M-V/def2-TZVPD

Element x y z (Å)
1 O 1.831 -0.825 0.848
2 C 0.788 0.104 0.740
3 C -0.474 -0.475 0.162
4 C -1.657 0.484 0.057
5 C -0.704 1.574 -0.491
6 C 0.385 0.506 -0.638
7 H 2.662 -0.334 0.875
8 H 0.768 0.840 1.549
9 H -0.560 -1.552 0.087
10 H -2.311 0.139 -0.753
11 H -2.277 0.705 0.933
12 H -0.443 2.328 0.261
13 H -1.025 2.082 -1.401
14 H 0.999 0.306 -1.511
15 H 1.253 -2.757 -0.149
16 H 0.764 -3.126 -0.569

Calculated values
* E_LUMO: 0.96 eV
* energy above the lowest of the compared OMol25 structures with the same formula, charge and spin: 72.36 kcal/mol
* E: -7391.628 eV
* SMILES: O[C@@H]1[C@H]2CC[C@@H]12.[H][H]
* multiplicity: 1
* HOMO energy: -9.435 eV

Charges computed using Mulliken, reported in e: -0.466 0.026 -0.287 -0.551 -0.741 -0.196 0.301 0.296 0.168 0.258 0.285 0.232 0.291 0.400 -0.158 0.142



Formula: C5H10O
Source: the Open Molecules 2025 dataset
Level of theory: ωB97M-V/def2-TZVPD

Element x y z (Å)
1 C 0.013 -0.093 1.888
2 C -0.110 0.809 0.658
3 O -1.430 1.024 0.110
4 C -0.956 0.752 -1.217
5 C 0.406 0.277 -0.703
6 C 0.657 -1.218 -0.859
7 H -0.537 0.285 2.755
8 H 1.063 -0.169 2.203
9 H -0.337 -1.110 1.682
10 H 0.281 1.814 0.872
11 H -1.553 -0.033 -1.694
12 H -0.927 1.642 -1.864
13 H 1.261 0.833 -1.096
14 H 1.540 -1.537 -0.296
15 H 0.830 -1.464 -1.915
16 H -0.200 -1.814 -0.524

Calculated values
* E_LUMO: 1.10 eV
* energy above the lowest of the compared OMol25 structures with the same formula, charge and spin: 26.16 kcal/mol
* E: -7393.631 eV
* SMILES: C[C@@H]1OC[C@@H]1C
* multiplicity: 1
* HOMO energy: -9.524 eV

Charges computed using Mulliken, reported in e: -1.333 0.266 -0.433 -0.487 0.398 -1.596 0.367 0.321 0.284 0.257 0.272 0.245 0.335 0.328 0.398 0.378



Formula: C5H10O
Source: the Open Molecules 2025 dataset
Level of theory: ωB97M-V/def2-TZVPD

Element x y z (Å)
1 C 1.477 -0.422 1.072
2 C 0.946 0.040 -0.301
3 C 0.155 -1.063 -0.961
4 C -0.562 0.198 -0.560
5 C -1.471 0.635 0.565
6 O -0.991 0.784 -1.780
7 H 2.515 -0.781 0.994
8 H 1.470 0.348 1.849
9 H 0.923 -1.284 1.471
10 H 1.632 0.686 -0.845
11 H 0.135 -1.198 -2.040
12 H 0.215 -1.987 -0.403
13 H -2.526 0.383 0.416
14 H -1.415 1.737 0.600
15 H -1.122 0.272 1.531
16 H -1.381 1.651 -1.609

Calculated values
* E_LUMO: 1.03 eV
* energy above the lowest of the compared OMol25 structures with the same formula, charge and spin: 34.13 kcal/mol
* E: -7393.285 eV
* SMILES: C[C@H]1C[C@]1(C)O
* multiplicity: 1
* HOMO energy: -9.128 eV

Charges computed using Mulliken, reported in e: -1.474 -0.011 -1.009 1.144 -1.399 -0.575 0.373 0.328 0.350 0.377 0.274 0.251 0.339 0.368 0.334 0.330



Formula: C5H10O
Source: the Open Molecules 2025 dataset
Level of theory: ωB97M-V/def2-TZVPD

Element x y z (Å)
1 C -1.055 -0.238 -1.733
2 C 0.135 -0.691 -0.899
3 C 0.294 -0.104 0.530
4 C 1.524 0.769 0.697
5 C -0.745 0.168 1.574
6 O -0.110 -1.091 1.483
7 H -1.001 0.829 -1.965
8 H -1.987 -0.441 -1.197
9 H -1.099 -0.774 -2.689
10 H 1.067 -0.520 -1.463
11 H 0.082 -1.782 -0.774
12 H 1.757 0.896 1.753
13 H 2.413 0.453 0.142
14 H 1.232 1.758 0.315
15 H -1.786 0.352 1.313
16 H -0.511 0.616 2.551

Calculated values
* E_LUMO: 1.02 eV
* energy above the lowest of the compared OMol25 structures with the same formula, charge and spin: 40.41 kcal/mol
* E: -7393.013 eV
* SMILES: CC[C@@]1(C)CO1
* multiplicity: 1
* HOMO energy: -9.922 eV

Charges computed using Mulliken, reported in e: -1.116 -0.704 1.251 -1.458 -0.592 -0.497 0.304 0.290 0.357 0.311 0.329 0.410 0.352 0.293 0.203 0.266



Formula: C5H10O
Source: the Open Molecules 2025 dataset
Level of theory: ωB97M-V/def2-TZVPD

Element x y z (Å)
1 C -1.362 1.600 0.329
2 C -0.971 0.332 0.185
3 O -1.822 -0.676 -0.157
4 C 0.463 -0.147 0.348
5 C 1.359 0.526 -0.697
6 C 0.604 -1.668 0.262
7 H -0.656 2.366 0.627
8 H -2.384 1.917 0.136
9 H -2.723 -0.328 -0.178
10 H 0.794 0.173 1.345
11 H 1.317 1.616 -0.619
12 H 1.034 0.247 -1.706
13 H 2.400 0.208 -0.576
14 H 0.339 -2.028 -0.737
15 H -0.038 -2.184 0.981
16 H 1.644 -1.951 0.458

Calculated values
* E_LUMO: 0.88 eV
* energy above the lowest of the compared OMol25 structures with the same formula, charge and spin: 14.86 kcal/mol
* E: -7394.121 eV
* SMILES: C=C(O)C(C)C
* multiplicity: 1
* HOMO energy: -8.732 eV

Charges computed using Mulliken, reported in e: -1.114 0.582 -0.459 0.579 -1.272 -1.494 0.251 0.236 0.315 0.259 0.339 0.319 0.371 0.325 0.350 0.412